(1)
Entry from OMol25: 2 unconnected molecules or ions with the total composition C3H9NO2S in a non-equilibrium geometry (wB97M-V/def2-TZVPD).

Calculated total energy = -19672.4505 eV
ΔE to the lowest compared entry with this formula, charge and spin = 137.5 kcal per mole
LUMO energy = 0.6 eV
HOMO = -8.60 eV

Positions of all 16 atoms, in Å:
C1 -0.20 -1.35 1.36
S1 0.15 0.17 2.10
O1 -0.98 1.03 2.43
O2 1.14 0.91 1.05
H1 0.62 -2.15 1.59
H2 -1.14 -1.59 1.80
H3 1.17 0.49 3.19
H4 0.80 0.66 0.03
C2 0.97 -0.19 -2.24
N1 0.31 0.37 -1.30
C3 -1.19 0.52 -1.22
H5 2.02 -0.18 -2.06
H6 0.63 -0.50 -3.31
H7 -1.30 1.45 -0.66
H8 -1.52 0.61 -2.28
H9 -1.48 -0.25 -0.48

(2)
Entry from OMol25: a molecular structure, C5H10O2 (wB97M-V/def2-TZVPD).

Calculated total energy = -9439.2091 eV
ΔE to the lowest compared entry with this formula, charge and spin = 88.4 kcal per mole
LUMO energy = 0.9 eV
HOMO = -9.46 eV

Positions of all 17 atoms, in Å:
C1 -1.54 1.93 1.04
O1 -0.20 1.64 1.34
C2 0.21 -0.38 -0.78
C3 1.71 -0.17 -0.86
O2 1.94 -1.58 -1.06
C4 0.54 -1.81 -1.07
C5 -0.06 -1.46 0.25
H1 -1.58 2.93 0.61
H2 -1.96 1.22 0.30
H3 -2.18 1.92 1.93
H4 -0.56 0.27 -1.19
H5 2.21 0.22 0.04
H6 2.02 0.40 -1.74
H7 0.13 -2.52 -1.78
H8 -1.11 -1.74 0.38
H9 0.56 -1.55 1.14
H10 -0.11 0.69 1.42